[1]
DFT (ωB97M-V/def2-TZVPD) results for 7 unconnected molecules or ions with the total composition C35H35N7.

Each line ends with the Mulliken charge.
CARTESIAN COORDINATES (ANGSTROEM)
N  -1.177  -1.166  -1.434  -0.231
C  -0.657  -1.427  -0.237  -0.402
C  0.230  -0.575  0.409  -0.124
C  0.607  0.598  -0.222  -0.651
C  0.082  0.868  -1.473  -0.329
C  -0.834  -0.024  -2.008  -0.440
H  -1.024  -2.304  0.286  0.190
H  0.604  -0.865  1.384  0.519
H  1.319  1.257  0.265  0.742
H  0.280  1.812  -1.960  0.176
H  -1.271  0.183  -2.981  0.582
N  -1.404  1.567  -5.317  -0.253
C  -1.980  0.698  -6.139  -0.020
C  -2.230  0.966  -7.477  -0.645
C  -1.892  2.210  -7.978  -0.154
C  -1.347  3.147  -7.114  -0.631
C  -1.123  2.776  -5.800  -0.094
H  -2.222  -0.275  -5.723  0.368
H  -2.665  0.209  -8.115  0.348
H  -2.135  2.443  -9.007  0.373
H  -1.085  4.151  -7.420  0.354
H  -0.657  3.449  -5.089  0.328
N  1.573  4.079  -0.231  -0.053
C  1.316  4.559  -1.447  0.006
C  1.457  5.894  -1.784  -0.681
C  1.908  6.784  -0.822  -0.244
C  2.177  6.293  0.443  -0.746
C  2.001  4.942  0.688  -0.177
H  1.023  3.837  -2.200  0.278
H  1.196  6.227  -2.781  0.368
H  2.020  7.830  -1.073  0.390
H  2.573  6.935  1.218  0.399
H  2.228  4.498  1.652  0.457
N  -3.427  -6.180  0.355  -0.664
C  -4.455  -5.336  0.422  -0.287
C  -4.452  -4.080  -0.170  -0.483
C  -3.334  -3.710  -0.885  -0.057
C  -2.272  -4.587  -1.025  -0.308
C  -2.385  -5.811  -0.371  -0.264
H  -5.308  -5.664  1.008  0.374
H  -5.304  -3.420  -0.095  0.387
H  -3.296  -2.734  -1.359  0.453
H  -1.373  -4.343  -1.573  0.427
H  -1.561  -6.516  -0.441  0.455
N  3.297  0.885  2.190  -0.512
C  2.698  0.498  3.309  -0.507
C  2.498  -0.835  3.657  -0.370
C  2.995  -1.808  2.806  0.037
C  3.620  -1.423  1.631  -0.428
C  3.746  -0.062  1.372  -0.341
H  2.346  1.280  3.974  0.545
H  1.969  -1.115  4.558  0.424
H  2.863  -2.859  3.034  0.368
H  4.001  -2.131  0.907  0.401
H  4.227  0.254  0.452  0.368
N  2.269  -5.624  3.354  -0.584
C  1.379  -4.900  4.016  -0.301
C  0.179  -4.454  3.470  -0.584
C  -0.090  -4.737  2.143  0.259
C  0.811  -5.534  1.451  -0.208
C  1.976  -5.929  2.089  -0.458
H  1.604  -4.616  5.041  0.363
H  -0.486  -3.848  4.071  0.394
H  -0.997  -4.378  1.674  0.431
H  0.590  -5.853  0.442  0.286
H  2.720  -6.523  1.569  0.356
N  -0.155  2.093  4.463  -0.587
C  -0.182  3.401  4.694  -0.330
C  -0.521  4.343  3.732  -0.372
C  -0.812  3.911  2.447  -0.358
C  -0.841  2.548  2.205  -0.249
C  -0.473  1.697  3.233  -0.323
H  0.082  3.720  5.698  0.371
H  -0.505  5.400  3.964  0.379
H  -1.028  4.641  1.677  0.435
H  -1.064  2.142  1.229  0.480
H  -0.437  0.624  3.072  0.579

relative energy (zero: lowest compared OMol25 entry of this formula, charge and spin): 0.0 kcal per mole
structure (SMILES): c1ccncc1.c1ccncc1.c1ccncc1.c1ccncc1.c1ccncc1.c1ccncc1.c1ccncc1
multiplicity: 1

[2]
DFT (ωB97M-V/def2-TZVPD) results for 2 unconnected molecules or ions with the total composition CH4O2P in a non-equilibrium geometry.

Each line ends with the Mulliken charge.
CARTESIAN COORDINATES (ANGSTROEM)
C  -0.215  0.729  -0.035  -0.888
O  -0.658  -1.764  -0.290  -0.885
O  2.452  0.941  -0.333  -0.545
P  1.470  0.475  0.704  0.205
H  -0.715  -0.668  -0.109  0.307
H  -0.269  1.354  -0.979  0.225
H  -0.902  1.099  0.647  0.319
H  -1.162  -2.166  0.396  0.261

relative energy (zero: lowest compared OMol25 entry of this formula, charge and spin): 63.6 kcal per mole
total charge: -1
multiplicity: 1

[3]
DFT (ωB97M-V/def2-TZVPD) results for a molecular structure, C22H22MoN2O3S.

Each line ends with the Mulliken spin population.
CARTESIAN COORDINATES (ANGSTROEM)
Mo  0.553  -0.103  -0.117  2.227
C  1.392  -1.705  -2.724  0.037
C  1.834  -0.402  -2.898  0.000
C  2.552  0.236  -1.878  -0.020
C  2.907  -0.468  -0.717  -0.005
C  2.366  -1.747  -0.496  -0.001
C  1.572  -2.339  -1.493  0.015
H  0.885  -2.224  -3.526  0.000
H  1.665  0.112  -3.835  0.001
H  2.991  1.209  -2.064  0.002
H  3.722  -0.112  -0.104  0.001
H  2.720  -2.352  0.326  0.002
H  1.192  -3.342  -1.347  0.001
C  0.302  1.619  2.419  0.019
N  1.413  0.955  1.674  -0.092
C  2.421  2.000  1.367  0.003
C  1.988  -0.083  2.568  -0.010
C  1.009  -1.219  2.625  -0.032
C  0.872  -2.042  3.728  -0.004
C  -0.055  -3.077  3.698  0.019
C  -0.838  -3.280  2.570  -0.003
C  -0.704  -2.450  1.468  -0.068
C  0.225  -1.408  1.479  -0.097
H  0.683  1.997  3.370  0.004
H  -0.499  0.912  2.621  0.001
H  -0.085  2.458  1.851  -0.003
H  2.614  2.603  2.256  0.001
H  2.046  2.652  0.580  0.000
H  3.365  1.561  1.059  0.002
H  2.184  0.336  3.557  0.001
H  2.943  -0.426  2.160  0.000
H  1.483  -1.879  4.607  0.001
H  -0.172  -3.716  4.563  0.001
H  -1.564  -4.082  2.546  0.000
H  -1.324  -2.631  0.599  0.006
O  -0.897  -0.941  -1.815  0.000
S  -2.196  -0.606  -1.172  0.005
O  -3.016  -1.684  -0.776  -0.001
N  -1.524  0.331  0.044  -0.016
C  -1.295  1.509  -0.578  0.012
O  -0.132  1.972  -0.438  -0.022
C  -2.317  1.902  -1.556  -0.001
C  -2.670  3.135  -2.071  0.002
C  -3.682  3.175  -3.026  -0.001
C  -4.311  2.018  -3.470  0.001
C  -3.951  0.769  -2.964  0.001
C  -2.959  0.746  -2.014  0.007
H  -2.204  4.045  -1.717  0.000
H  -3.984  4.133  -3.429  0.000
H  -5.093  2.076  -4.214  0.000
H  -4.428  -0.144  -3.296  0.000

total charge: +2
multiplicity: 3
<S²>: 2.023

Let's list energy in order: -47292.2852; -14485.3904; -44967.9467 eV.